Molecular formula: C20H22Cl3GeIrN5O3
Method: DFT, the ωB97M-V functional and the def2-TZVPD basis

Last column: Löwdin charge in e.
Positions of all 55 atoms, in Å:
Ir1 0.079 0.978 0.403  1.05
C1 -0.185 3.907 0.412  -0.06
N1 -0.686 2.691 1.134  -0.16
C2 -0.624 2.731 2.628  -0.06
C3 -0.707 1.314 3.102  -0.33
N2 -0.340 0.319 2.306  -0.07
C4 -0.312 -0.833 3.092  -0.22
C5 0.086 -2.137 2.806  -0.01
C6 0.029 -3.053 3.835  -0.04
C7 -0.415 -2.692 5.120  -0.03
C8 -0.795 -1.402 5.418  0.03
C9 -0.725 -0.482 4.377  -0.16
N3 -0.974 0.887 4.338  0.22
C10 0.289 3.461 -0.937  -0.35
N4 0.468 2.174 -1.211  -0.07
C11 1.113 2.115 -2.448  -0.22
C12 1.578 1.032 -3.192  -0.01
C13 2.187 1.316 -4.395  -0.04
C14 2.325 2.636 -4.860  -0.03
C15 1.865 3.713 -4.133  0.03
C16 1.262 3.419 -2.915  -0.16
N5 0.720 4.241 -1.929  0.21
H1 0.650 4.327 0.975  0.12
H2 -0.976 4.656 0.351  0.16
H3 -1.675 2.601 0.886  0.16
H4 -1.410 3.370 3.034  0.16
H5 0.347 3.144 2.913  0.13
H6 0.483 -2.415 1.839  0.09
H7 0.354 -4.069 3.664  0.12
H8 -0.436 -3.443 5.898  0.13
H9 -1.112 -1.121 6.413  0.13
H10 -1.229 1.464 5.127  0.20
H11 1.483 0.016 -2.836  0.09
H12 2.575 0.509 -5.001  0.12
H13 2.811 2.809 -5.810  0.13
H14 1.977 4.728 -4.490  0.13
H15 0.699 5.250 -1.947  0.20
C17 -1.878 -5.382 -1.871  0.05
C18 -2.279 -3.993 -2.130  -0.31
C19 -1.980 -3.298 -3.383  0.05
O1 -3.066 -3.382 -1.330  0.23
C20 0.492 -2.162 -0.919  -0.37
O2 0.644 -3.240 -1.297  0.28
O3 0.378 -1.067 -0.542  0.01
H16 -2.677 -6.012 -2.292  0.15
H17 -1.806 -5.606 -0.806  0.12
H18 -0.957 -5.643 -2.386  0.12
H19 -2.758 -3.654 -4.078  0.15
H20 -1.021 -3.592 -3.803  0.12
H21 -2.098 -2.219 -3.303  0.12
H22 -3.380 -3.937 -0.590  0.19
Cl1 3.403 -0.437 0.195  0.26
Ge1 2.381 1.214 1.050  -0.31
Cl2 2.617 1.202 3.161  0.29
Cl3 3.207 3.043 0.354  0.30

Its total charge is +3. For the energy relative to the best compared isomer or geometry (same formula, charge and spin), the calculation gives 0.000 eV. The total energy is -131592.7718 eV.

=====

Molecular formula: C20H22ClN4O2RbSe2
Method: DFT, the ωB97M-V functional and the def2-TZVPD basis

Last column: Löwdin charge in e.
Positions of all 52 atoms, in Å:
Rb1 -0.946 -0.975 -0.343  0.91
N1 -1.596 -1.360 2.540  -0.05
C1 -2.216 -2.682 2.522  -0.29
C2 -3.742 -2.564 2.525  -0.20
C3 -4.402 -2.335 1.168  -0.28
N2 -3.880 -1.154 0.464  -0.05
H1 -0.580 -1.402 2.466  0.04
H2 -1.801 -0.895 3.416  0.08
H3 -1.905 -3.311 3.364  0.11
H4 -1.893 -3.210 1.617  0.10
H5 -4.025 -1.752 3.205  0.11
H6 -4.173 -3.475 2.946  0.11
H7 -5.484 -2.274 1.325  0.11
H8 -4.225 -3.212 0.538  0.11
H9 -3.726 -0.396 1.121  0.05
H10 -4.550 -0.827 -0.222  0.07
Se1 -2.429 1.663 -2.605  0.64
Se2 -0.437 2.509 -3.380  0.68
C4 0.806 1.044 -3.189  -0.66
C5 2.149 1.381 -3.331  -0.11
C6 3.080 0.359 -3.306  -0.05
C7 2.642 -0.944 -3.126  -0.05
C8 1.287 -1.161 -2.963  -0.16
N3 0.374 -0.187 -3.002  -0.01
C9 -2.328 2.181 -0.745  -0.70
C10 -3.464 2.690 -0.131  -0.11
C11 -3.389 2.974 1.225  -0.06
C12 -2.199 2.750 1.898  -0.05
C13 -1.119 2.242 1.188  -0.13
N4 -1.186 1.963 -0.113  -0.02
H11 2.453 2.413 -3.444  0.10
H12 4.136 0.580 -3.395  0.11
H13 3.334 -1.772 -3.073  0.11
H14 0.917 -2.164 -2.784  0.11
H15 -4.366 2.871 -0.699  0.10
H16 -4.249 3.376 1.745  0.11
H17 -2.102 2.958 2.954  0.11
H18 -0.175 2.010 1.668  0.11
Cl1 7.008 1.674 -1.160  0.64
C14 5.541 0.934 -0.573  -0.68
C15 5.427 -0.447 -0.582  -0.11
C16 4.239 -1.022 -0.155  -0.03
C17 3.190 -0.233 0.301  -0.14
C18 3.340 1.147 0.330  -0.02
C19 4.509 1.741 -0.121  -0.11
C20 1.883 -0.885 0.721  -0.72
O1 1.659 -2.032 0.268  -0.11
O2 1.112 -0.202 1.445  -0.14
H19 6.252 -1.054 -0.929  0.10
H20 4.104 -2.096 -0.173  0.12
H21 2.519 1.746 0.701  0.11
H22 4.628 2.816 -0.120  0.10

For the energy relative to the best compared isomer or geometry (same formula, charge and spin), the calculation gives 0.116 eV. The total energy is -175025.0637 eV.

=====

Molecular formula: C20H22ClN5O
Method: DFT, the ωB97M-V functional and the def2-TZVPD basis

Last column: Löwdin charge in e.
Positions of all 49 atoms, in Å:
C1 4.752 0.531 -0.841  -0.08
H1 5.745 0.778 -1.211  0.07
H2 4.802 0.442 0.242  0.08
C2 3.761 1.629 -1.227  -0.16
C3 2.392 1.349 -0.642  -0.45
O1 1.983 1.987 0.315  0.03
N1 1.656 0.347 -1.183  -0.02
C4 1.947 -0.376 -2.399  -0.03
H3 2.777 0.077 -2.930  0.09
H4 1.066 -0.343 -3.042  0.08
H5 2.193 -1.418 -2.177  0.10
C5 0.395 0.022 -0.528  -0.19
C6 -0.786 0.501 -1.294  -0.24
N2 -0.993 0.531 -2.592  0.08
N3 -2.218 1.012 -2.763  -0.03
N4 -2.774 1.267 -1.657  0.07
N5 -1.907 0.964 -0.688  -0.01
C7 -2.152 1.080 0.700  -0.14
C8 -1.686 2.205 1.379  -0.19
C9 -1.894 2.260 2.752  -0.03
C10 -2.544 1.236 3.413  -0.07
C11 -3.017 0.140 2.712  -0.04
C12 -2.831 0.044 1.342  -0.19
C13 -3.340 -1.130 0.563  -0.01
H6 -3.934 -0.794 -0.287  0.08
H7 -2.512 -1.729 0.181  0.07
H8 -3.960 -1.763 1.191  0.08
H9 -3.535 -0.652 3.232  0.11
H10 -2.692 1.294 4.481  0.11
H11 -1.536 3.118 3.301  0.11
C14 -0.968 3.304 0.663  -0.02
H12 -1.382 3.466 -0.331  0.08
H13 0.089 3.053 0.560  0.06
H14 -1.038 4.231 1.226  0.08
C15 0.265 -1.458 -0.235  -0.19
C16 -0.256 -2.334 -1.183  -0.05
C17 -0.384 -3.685 -0.912  -0.07
C18 0.004 -4.181 0.320  -0.07
C19 0.520 -3.327 1.277  -0.10
C20 0.651 -1.975 1.000  -0.58
Cl1 1.299 -0.937 2.226  0.75
H15 0.823 -3.701 2.243  0.10
H16 -0.098 -5.233 0.540  0.11
H17 -0.791 -4.344 -1.663  0.11
H18 -0.569 -1.947 -2.141  0.11
H19 0.411 0.566 0.426  0.10
H20 3.713 1.749 -2.310  0.11
H21 4.090 2.576 -0.797  0.12
H22 4.460 -0.432 -1.251  0.06

For the energy relative to the best compared isomer or geometry (same formula, charge and spin), the calculation gives 0.000 eV. The total energy is -43117.6991 eV.

=====

Number 1: HOMO-LUMO gap 7.02 eV. Number 2: HOMO-LUMO gap 8.27 eV. Number 3: HOMO-LUMO gap 9.87 eV.